(one)
Density functional theory data (ωB97M-V/def2-TZVPD) for a single C3H7N3O2 molecule.

Element x y z (Å)
O  -0.621  0.861  -2.729
O  0.248  0.201  2.635
N  1.281  1.196  -1.773
N  -1.147  -1.492  1.967
N  -0.288  -0.229  -0.697
C  -0.122  -0.586  1.796
C  0.039  0.633  -1.742
C  0.577  -0.540  0.495
H  -1.714  -1.324  2.771
H  1.480  0.250  0.640
H  1.409  1.878  -2.534
H  -1.662  -1.882  1.158
H  1.913  1.228  -0.908
H  1.002  -1.514  0.363
H  -1.323  -0.503  -0.503

2S+1: 1
HOMO level: -9.722 eV
HOMO-LUMO gap: 10.2 eV
net charge: 0
LUMO: 0.526 eV
structure (SMILES): NC(=O)CNC(N)=O

Mulliken atomic charge list, values in e, 5 entries: O -0.643; O -0.561; N -0.371; N -0.440; N -0.132

---

(two)
Density functional theory data (ωB97M-V/def2-TZVPD) for a single C3H7N3O2 molecule.

Element x y z (Å)
O  1.918  -0.634  0.032
O  -0.284  -1.438  -0.437
N  -2.482  1.152  0.102
N  1.352  0.829  0.262
N  -1.446  0.403  0.138
C  -1.479  -0.794  -0.288
C  0.780  -1.348  0.442
C  2.002  1.774  -0.317
H  2.801  1.415  -1.087
H  0.556  -0.969  1.374
H  1.219  -2.307  0.533
H  -2.888  1.616  1.044
H  -2.592  -1.115  -0.711
H  -3.351  0.626  -0.380
H  1.391  2.823  -0.058

2S+1: 1
HOMO level: -8.275 eV
HOMO-LUMO gap: 9.3 eV
net charge: 0
LUMO: 1.032 eV
structure (SMILES): C=NOCO/C=N/N

Mulliken atomic charge list, values in e, 5 entries: O -0.333; O -0.388; N -0.753; N -0.217; N 0.228

---

(three)
Density functional theory data (ωB97M-V/def2-TZVPD) for a single C3H7N3O2 molecule.

Element x y z (Å)
O  -1.965  -1.442  -0.321
O  -1.323  1.835  -0.447
N  2.077  -0.435  -0.012
N  3.408  -0.088  -0.312
N  -0.164  -0.033  0.067
C  -1.212  0.607  -0.014
C  1.147  0.410  0.149
C  -2.409  -0.168  0.258
H  4.139  -0.831  -0.067
H  1.191  1.442  0.419
H  -2.240  -1.525  -1.350
H  -0.440  -0.974  0.197
H  -2.557  -0.177  1.495
H  -3.286  0.502  -0.245
H  3.635  0.876  0.180

2S+1: 1
HOMO level: -8.651 eV
HOMO-LUMO gap: 9.3 eV
net charge: 0
LUMO: 0.608 eV
structure (SMILES): N/N=C/NC(=O)CO

Mulliken atomic charge list, values in e, 5 entries: O -0.600; O -0.710; N -0.244; N -0.517; N 0.012

---

(four)
Density functional theory data (ωB97M-V/def2-TZVPD) for C3H7N3O2 as an isolated structure.

Element x y z (Å)
O  0.881  -1.125  -0.131
O  -2.353  1.287  -0.143
N  -0.038  0.073  0.586
N  2.913  0.179  -0.135
N  2.369  1.608  -0.140
C  -2.592  -0.112  0.090
C  -1.238  -0.755  -0.103
C  2.240  -0.868  -0.017
H  -1.848  0.978  -1.201
H  2.662  -1.979  0.341
H  1.582  1.445  0.486
H  -1.117  -1.986  -0.778
H  -3.014  -0.384  1.163
H  -3.401  -0.556  -0.481
H  2.957  2.195  0.463

2S+1: 1
HOMO level: -8.982 eV
HOMO-LUMO gap: 7.7 eV
net charge: 0
LUMO: -1.234 eV

Mulliken atomic charge list, values in e, 5 entries: O -0.294; O -0.476; N -0.242; N -0.307; N -0.430

---

(one) ends up most stable, edging out the next structure by 392.1 kJ/mol.